Record 1
DFT (the ωB97M-V functional and the def2-TZVPD basis) results for a 5-piece molecular cluster, C7H21NO4 overall in a non-equilibrium geometry.

Geometry (Å):
C 0.206 -1.240 -2.355
C -0.005 -1.366 -0.855
C -0.440 -0.023 -0.185
C 0.713 0.775 0.413
C 1.008 0.771 1.711
C 0.883 2.751 -1.038
C 1.384 1.612 -0.588
N -0.728 -2.573 -0.460
H -0.637 -1.052 -3.061
H 0.892 -1.954 -2.782
H 0.784 -0.332 -2.568
H 1.064 -1.591 -0.594
H -1.016 0.638 -0.864
H -1.273 -0.322 0.465
H 0.432 0.266 2.479
H 1.851 1.375 2.045
H -0.144 3.056 -0.825
H 1.439 3.374 -1.741
H 2.430 1.364 -0.769
H -0.231 -3.402 -0.180
H -1.362 -2.704 -1.237
H -3.023 2.110 -1.521
H -2.813 1.939 -0.064
O -3.503 1.831 -0.745
H -0.315 -1.458 1.602
H -0.989 -2.604 2.153
O -0.182 -2.104 2.293
H 3.342 -1.556 -0.235
H 4.113 -0.176 -0.601
O 3.767 -1.016 -0.908
H -2.561 0.388 2.065
H -1.361 1.380 2.344
O -2.301 1.261 2.334

Output
* lowest unoccupied orbital energy: 0.48 eV
* energy above the lowest of the compared OMol25 structures with the same formula, charge and spin: 34.2 kcal per mole
* highest occupied orbital energy: -9.5 eV

Mulliken atomic charge list, values in e, 2 entries: number 1, C, carries -1.498; number 2, C, carries 0.780

***

Record 2
DFT (the ωB97M-V functional and the def2-TZVPD basis) results for a 7-piece molecular cluster, C7H21NO6 overall in a non-equilibrium geometry.

Geometry (Å):
C -2.531 -1.527 -1.157
C -3.196 -0.582 -0.429
N -2.421 0.002 0.520
C -1.174 -0.566 0.359
C -1.211 -1.498 -0.720
C -0.016 -2.312 -0.886
C 1.175 -1.727 -1.063
C 2.502 -2.482 -0.928
H -2.989 -1.910 -2.074
H -4.231 -0.219 -0.466
H -2.694 0.651 1.252
H -0.421 -0.607 1.105
H -0.025 -3.390 -0.768
H 1.351 -0.673 -1.265
H 2.769 -2.614 0.118
H 2.327 -3.490 -1.323
H 3.242 -2.355 -1.748
H -0.029 -1.414 4.456
H 1.225 -1.986 3.752
O 0.540 -1.315 3.689
H 0.569 2.172 -2.123
H 0.149 2.836 -3.425
O -0.218 2.477 -2.614
H 1.554 2.434 2.069
H 1.080 3.518 1.282
O 1.880 2.968 1.323
H 0.624 1.114 2.670
H 0.659 0.857 4.104
O 0.414 1.579 3.494
H -1.996 1.828 -2.393
H -3.233 0.783 -1.972
O -2.937 1.608 -2.357
H 2.704 1.230 -0.894
H 2.319 2.583 -0.390
O 2.240 2.026 -1.196

Output
* lowest unoccupied orbital energy: -0.06 eV
* energy above the lowest of the compared OMol25 structures with the same formula, charge and spin: 57.6 kcal per mole
* highest occupied orbital energy: -8.0 eV

Mulliken atomic charge list, values in e, 2 entries: number 1, C, carries -0.801; number 2, C, carries -0.745

***

Record 3
DFT (the ωB97M-V functional and the def2-TZVPD basis) results for C7H21O4V as an isolated structure in a non-equilibrium geometry.

Geometry (Å):
V 2.955 0.294 -1.828
C 0.505 -0.256 0.394
O 1.264 -0.446 -0.774
H 0.329 -1.218 0.876
H 1.092 0.357 1.088
H -0.401 0.326 0.212
C -2.116 -1.879 -2.634
C -0.907 -2.730 -2.466
O 0.261 -2.135 -3.067
H -2.097 -0.953 -2.049
H -2.932 -2.364 -2.083
H -2.478 -1.643 -3.631
H -1.077 -3.691 -2.959
H -0.654 -3.068 -1.458
H 0.699 -1.594 -2.405
C 3.370 0.284 4.420
C 2.513 -0.945 4.100
O 1.165 -0.752 4.507
H 4.354 0.192 3.959
H 3.534 0.305 5.498
H 2.859 1.189 4.096
H 2.939 -1.855 4.523
H 2.498 -1.073 3.011
H 0.601 -0.656 3.740
C -2.904 3.001 -1.674
C -1.395 2.929 -1.650
O -1.049 1.677 -2.278
H -3.353 2.219 -1.062
H -3.328 2.868 -2.669
H -3.264 3.976 -1.335
H -1.065 2.897 -0.609
H -0.931 3.768 -2.165
H -0.987 0.974 -1.629

Output
* multiplicity: 4
* lowest unoccupied orbital energy (alpha / beta): -7.08 / -6.98 eV
* highest occupied orbital energy (alpha / beta): -12.7 / -12.7 eV
* charge: +1

Mulliken atomic charge list, values in e, 2 entries: number 1, V, carries 1.362; number 2, C, carries -0.587

***

Record 4
DFT (the ωB97M-V functional and the def2-TZVPD basis) results for C7H22AgN6O6 as an isolated structure in a non-equilibrium geometry.

Geometry (Å):
Ag -0.091 0.060 0.422
O 1.642 0.867 2.156
C 0.869 0.165 3.083
C 0.726 -1.367 2.935
O -0.072 -1.827 1.872
H -0.152 0.601 3.070
H 1.313 0.409 4.072
H 0.324 -1.770 3.890
H 1.754 -1.772 2.865
C 3.893 3.171 -0.743
C 2.468 2.701 -0.970
O 2.329 1.337 -0.661
H 4.607 2.521 -1.255
H 4.253 3.213 0.288
H 4.027 4.194 -1.125
H 2.204 2.907 -2.014
H 1.755 3.274 -0.362
H 2.185 1.227 0.330
C -2.940 0.137 1.899
O -2.313 0.799 1.043
N -4.211 0.506 2.316
N -2.370 -0.935 2.501
H -4.663 0.101 3.109
H -4.696 1.144 1.716
H -2.827 -1.386 3.272
H -1.398 -1.273 2.233
C -1.775 0.102 -2.490
O -0.691 -0.106 -1.943
N -2.051 -0.271 -3.789
N -2.854 0.568 -1.780
H -2.891 0.074 -4.204
H -1.323 -0.716 -4.313
H -3.638 0.902 -2.309
H -2.752 0.902 -0.824
C 1.592 -2.953 -1.775
O 2.494 -3.785 -1.721
N 0.246 -3.285 -1.715
N 1.766 -1.591 -1.824
H -0.456 -2.576 -1.638
H 0.018 -4.249 -1.857
H 2.653 -1.119 -1.793
H 1.045 -0.902 -1.967

Output
* lowest unoccupied orbital energy: 2.33 eV
* highest occupied orbital energy: -3.1 eV
* charge: -1

Mulliken atomic charge list, values in e, 2 entries: number 1, Ag, carries 0.566; number 2, O, carries -0.868

***

Record 5
DFT (the ωB97M-V functional and the def2-TZVPD basis) results for C7H22ClFeI2OP2 as an isolated structure in a non-equilibrium geometry.

Geometry (Å):
I 1.712 -0.650 -0.318
I -0.988 -3.133 1.246
Fe -0.658 -0.948 0.216
P -0.084 0.441 2.471
C 1.244 -0.448 3.413
C 0.175 2.239 2.774
H 0.203 2.528 3.827
H -1.597 0.634 4.460
H -0.626 2.833 2.305
H -2.469 0.431 2.946
H 2.170 -0.381 2.828
H 1.142 2.555 2.356
C -1.580 0.094 3.506
H 1.399 -0.001 4.397
H -1.669 -0.984 3.727
H 0.953 -1.501 3.487
P -0.878 -1.281 -2.156
C 0.282 -2.630 -2.566
C -2.507 -2.058 -2.292
H -1.227 0.850 -3.272
H -1.580 -0.484 -4.350
H 0.099 -0.039 -3.975
C -0.899 -0.141 -3.569
H -3.234 -1.394 -1.826
H -2.763 -2.173 -3.343
H 0.101 -2.950 -3.593
H 0.149 -3.451 -1.862
H -2.521 -3.036 -1.817
H 1.301 -2.261 -2.435
Cl -2.509 0.186 0.303
C 2.664 3.052 -1.425
O 2.608 2.199 -0.266
H 2.945 4.079 -1.152
H 1.668 3.014 -1.886
H 3.445 2.721 -2.134
H 3.529 2.085 -0.026

Output
* multiplicity: 6
* lowest unoccupied orbital energy (alpha / beta): -10.41 / -11.00 eV
* highest occupied orbital energy (alpha / beta): -16.0 / -15.9 eV
* charge: +2

Mulliken atomic charge list, values in e, 2 entries: number 1, I, carries 0.272; number 2, I, carries -0.074

***

Record 6
DFT (the ωB97M-V functional and the def2-TZVPD basis) results for C7H22N3O5OsPSSe2Te2 as an isolated structure.

Geometry (Å):
Os 0.115 -0.651 -0.248
Se -1.181 3.566 -0.405
Te -1.769 1.161 -0.558
Te -1.713 0.678 -3.277
Se 0.293 -0.802 -2.712
C -1.589 -4.007 1.131
C -1.635 -3.142 -0.128
C -1.436 -3.999 -1.378
C -2.939 -2.355 -0.204
N -0.508 -2.228 -0.063
H -2.379 -4.758 1.096
H -1.735 -3.395 2.023
H -0.625 -4.511 1.210
H -2.258 -4.711 -1.460
H -0.496 -4.550 -1.322
H -1.419 -3.375 -2.272
H -3.792 -3.036 -0.185
H -2.981 -1.781 -1.133
H -3.022 -1.665 0.638
N 1.503 3.217 1.330
C 2.537 3.403 0.286
P 2.443 2.058 -0.963
O 3.804 1.791 -1.511
O 1.622 1.000 -0.288
C 1.547 2.691 -2.448
N 2.088 1.838 -3.554
H 1.570 3.892 2.089
H 1.512 2.284 1.763
H 0.540 3.312 0.882
H 3.529 3.351 0.734
H 2.404 4.383 -0.169
H 1.805 3.730 -2.650
H 0.468 2.585 -2.398
H 1.630 0.897 -3.467
H 3.096 1.714 -3.359
H 1.915 2.219 -4.479
C -0.458 -0.686 4.119
S -0.320 0.479 2.803
O 0.447 1.606 3.305
O -1.655 0.773 2.333
O 0.504 -0.252 1.777
H -1.024 -0.217 4.920
H 0.544 -0.945 4.451
H -0.980 -1.563 3.743

Output
* lowest unoccupied orbital energy: -0.44 eV
* energy above the lowest of the compared OMol25 structures with the same formula, charge and spin: 0.0 kcal per mole
* highest occupied orbital energy: -7.3 eV

Mulliken atomic charge list, values in e, 2 entries: number 1, Os, carries 1.379; number 2, Se, carries -0.739